The following is a quantum chemistry calculation of 3 unconnected molecules or ions with the total composition C16H36INO2P, from the Open Molecules 2025 dataset.

The geometry in XYZ format:
```
57
Properties=species:S:1:pos:R:3:forces:R:3
N -1.7675 -2.2886 -0.2909 -1.900 2.059 -2.448
C -1.5418 -0.9869 -1.0885 3.588 -0.403 -2.702
O -0.5351 -1.0124 -1.9653 -5.662 0.177 4.661
C -2.5181 0.3504 -0.9185 0.915 -0.412 -0.998
C -4.0004 -0.0973 -1.4613 -0.002 -0.156 0.077
C -5.2351 0.1889 -0.4164 0.584 -2.226 -1.500
P -6.6260 -1.0236 -0.9712 0.742 1.356 2.979
O -6.2423 -2.6200 -0.3379 1.236 -0.211 -2.732
I -6.5088 -1.3546 -3.4483 0.296 -0.068 -0.160
H -2.7013 -2.2143 0.2084 1.345 0.114 -0.683
H -1.9601 -2.9964 -1.0607 0.714 0.964 1.243
H -2.5037 0.8057 0.1594 -0.171 -1.180 -1.906
H -2.0541 1.1685 -1.6529 -0.843 -1.927 1.692
H -4.1974 0.4489 -2.4959 0.476 -1.095 2.238
H -3.9572 -1.2574 -1.7321 0.287 2.221 0.364
H -4.9325 -0.0589 0.7056 -0.626 0.019 -2.162
H -5.6794 -3.0511 -1.0704 -1.065 0.690 1.835
C -1.9498 -0.8010 2.6732 -0.090 0.003 0.024
C -1.7592 0.6030 3.2267 0.053 0.082 -0.150
C -0.2947 1.0484 3.2475 -0.023 0.109 0.057
C 0.6272 0.2108 4.1411 -0.027 -0.138 -0.062
C 0.2126 0.1317 5.6131 0.088 -0.079 -0.105
C 0.2135 1.4825 6.3104 -0.002 0.084 0.119
H -1.4391 -1.5488 3.2863 -0.007 0.007 -0.088
H -3.0124 -1.0568 2.6549 0.054 -0.040 -0.068
H -1.5658 -0.8708 1.6509 0.018 -0.038 0.290
H -2.1942 0.6661 4.2289 0.033 0.057 0.005
H -2.3268 1.3037 2.6016 0.049 -0.044 0.122
H -0.2514 2.0987 3.5593 0.036 -0.066 -0.013
H 0.0993 1.0236 2.2236 -0.054 -0.021 0.081
H 1.6399 0.6281 4.0799 -0.049 -0.025 0.033
H 0.6985 -0.8073 3.7407 -0.019 0.109 0.005
H 0.9111 -0.5324 6.1360 -0.081 0.009 -0.056
H -0.7771 -0.3292 5.7082 0.084 0.019 -0.063
H 1.2102 1.9386 6.2691 -0.152 -0.011 -0.009
H -0.0617 1.3657 7.3613 0.025 0.093 -0.020
H -0.4996 2.1745 5.8542 0.075 -0.036 0.040
C 5.3930 1.2073 -4.8564 0.133 0.102 0.073
C 5.0507 -0.0321 -4.0436 -0.071 -0.167 -0.135
C 3.5860 -0.4559 -4.1797 -0.014 -0.085 0.139
C 2.5632 0.5672 -3.6724 -0.073 0.071 -0.070
C 2.7254 0.9796 -2.2067 -0.065 0.017 -0.083
C 2.5479 -0.1758 -1.2349 -0.164 -0.133 0.119
H 4.8187 2.0773 -4.5260 0.039 -0.068 -0.068
H 6.4534 1.4484 -4.7457 -0.045 0.061 -0.076
H 5.1911 1.0426 -5.9192 -0.019 0.057 0.065
H 5.3065 0.1343 -2.9927 -0.061 -0.022 -0.020
H 5.6851 -0.8593 -4.3862 -0.054 0.055 0.081
H 3.4449 -1.4068 -3.6523 -0.029 0.106 -0.042
H 3.3726 -0.6646 -5.2357 0.043 0.021 0.066
H 1.5583 0.1505 -3.8144 0.103 0.039 0.091
H 2.6049 1.4669 -4.2976 0.020 -0.062 0.002
H 1.9779 1.7481 -1.9768 0.077 -0.061 -0.063
H 3.7038 1.4466 -2.0460 -0.014 0.035 -0.073
H 1.5538 -0.6258 -1.3462 0.258 0.071 0.011
H 2.6458 0.1775 -0.2056 0.013 -0.064 0.015
H 3.2972 -0.9563 -1.3920 -0.003 0.029 0.027
```
Positions in Å, forces in eV/Å.

Properties
Gap between HOMO and LUMO: 6.02 eV
M: 432.35 g mol⁻¹
Charge: -1
E_LUMO: 2.737 eV
Strongest force on any atom: 7.3 eV/A
ΔE to the lowest compared entry with this formula, charge and spin: 316.6 kJ/mol

Charges computed using Löwdin, reported in e: 0.05, -0.31, -0.10, -0.13, -0.45, -0.50, 0.38, -0.54, 0.20, 0.07, 0.09, 0.09, 0.12, 0.06, 0.04, -0.01, 0.00, -0.11, -0.27, -0.22, -0.23, -0.28, -0.12, 0.07, 0.07, 0.04, 0.10, 0.10, 0.10, 0.11, 0.11, 0.10, 0.10, 0.10, 0.07, 0.07, 0.07, -0.12, -0.28, -0.23, -0.22, -0.27, -0.11, 0.07, 0.06, 0.07, 0.10, 0.10, 0.10, 0.11, 0.11, 0.10, 0.11, 0.09, 0.05, 0.07, 0.06